Below is the molecule C5H10O2 at a distorted geometry, with properties calculated with ωB97M-V with the def2-TZVPD basis set.

Each atom is followed by the atoms it is bonded to, with distances in Å.
Element x y z (Å)
1 C -0.84928 -0.76322 0.78276  C2 1.515, H8 1.116, H9 1.309, H10 1.084
2 C -0.65401 0.18590 -0.38200  C1 1.515, C3 1.512, C6 1.468, O7 1.435
3 C 0.72487 -0.06782 -0.94902  C2 1.512, C4 1.550, H11 1.095, H12 1.110
4 C 1.55881 -0.37115 0.32171  C3 1.550, O5 1.744, H13 1.064, H14 1.108
5 O 1.17967 0.49378 1.78833  C4 1.744, H15 0.986
6 C -1.65783 1.02072 -1.05362  C2 1.468, O7 1.424, H16 1.090, H17 1.094
7 O -0.82247 1.56927 -0.03945  C2 1.435, C6 1.424
8 H -0.75086 -1.80630 0.39979  C1 1.116
9 H 0.00722 -0.28021 1.64617  C1 1.309
10 H -1.82186 -0.65973 1.24977  C1 1.084
11 H 1.11048 0.80309 -1.48856  C3 1.095
12 H 0.71351 -0.91596 -1.66559  C3 1.110
13 H 2.54369 0.03022 0.34290  C4 1.064
14 H 1.54576 -1.45814 0.53810  C4 1.108
15 H 0.73331 1.35137 1.59443  O5 0.986
16 H -2.70664 0.91456 -0.77489  C6 1.090
17 H -1.49098 1.42563 -2.05594  C6 1.094

Results
Orbital gap ... 9.879 eV
Energy relative to the best compared isomer or geometry (same formula, charge and spin) ... 5.033 eV
Spin multiplicity ... 1
Structure (SMILES) ... C[C@@]1(CCO)CO1
Total charge ... 0

Below is the ion C8H13FN3 with charge +1 at a distorted geometry, with properties calculated with ωB97M-V with the def2-TZVPD basis set.

Each atom is followed by the atoms it is bonded to, with distances in Å.
Element x y z (Å)
1 C 1.95356 -1.80349 -0.36084  C2 1.446, C3 1.364, H13 1.082
2 C 3.39489 -1.86388 -0.46159  C1 1.446, N9 1.265, H14 1.128
3 C 1.66380 -0.51158 -0.03331  C1 1.364, C6 1.549, N10 1.452
4 C -0.22859 0.50354 -1.12615  C6 1.547, N11 1.454, H15 1.123, H16 1.119
5 C 3.15329 1.42323 0.14766  N10 1.361, F12 1.322
6 C 0.25313 0.04958 0.27245  C3 1.549, C4 1.547, C7 1.519, C8 1.451
7 C 0.30880 1.30119 1.13053  C6 1.519, H17 1.090, H18 1.049, H19 1.142
8 C -0.67161 -0.87853 0.89687  C6 1.451, H20 1.149, H21 1.155, H22 1.146
9 N 3.95113 -0.76663 -0.16683  C2 1.265, N10 1.310
10 N 2.98479 0.07328 0.10892  C3 1.452, C5 1.361, N9 1.310
11 N -1.59488 1.00036 -1.09678  C4 1.454, H23 1.019, H24 1.077, H25 1.063
12 F 4.41565 1.75373 -0.06336  C5 1.322
13 H 1.35276 -2.64265 -0.68603  C1 1.082
14 H 4.01658 -2.78293 -0.66220  C2 1.128
15 H -0.19282 -0.51771 -1.59173  C4 1.123
16 H 0.38171 1.31473 -1.59725  C4 1.119
17 H -0.64936 1.40129 1.64069  C7 1.090
18 H 0.64869 2.17054 0.65266  C7 1.049
19 H 0.92107 1.02164 2.05354  C7 1.142
20 H -0.16486 -1.22568 1.86783  C8 1.149
21 H -1.01013 -1.84492 0.36305  C8 1.155
22 H -1.66520 -0.49333 1.31895  C8 1.146
23 H -2.31733 0.28411 -1.14649  N11 1.019
24 H -1.66640 1.76013 -1.85626  N11 1.077
25 H -1.74186 1.33753 -0.09930  N11 1.063

Results
Orbital gap ... 8.947 eV
Energy relative to the best compared isomer or geometry (same formula, charge and spin) ... 4.902 eV
Spin multiplicity ... 1
Total charge ... +1

Below is a cluster of 2 separate species, C10H14N4 in total at a distorted geometry, with properties calculated with ωB97M-V with the def2-TZVPD basis set.

Each atom is followed by the atoms it is bonded to, with distances in Å.
Element x y z (Å)
1 C -6.64778 -3.69814 -8.97135  C2 1.394, C3 1.373, H15 1.132
2 C -7.15394 -3.79446 -7.67585  C1 1.394, C4 1.387, H16 0.994
3 C -6.84561 -2.62613 -9.80666  C1 1.373, C5 1.396, H17 1.107
4 C -8.08687 -2.84257 -7.29209  C2 1.387, C6 1.447, H18 1.161
5 C -7.71641 -1.62482 -9.37204  C3 1.396, C6 1.454, H19 1.081
6 C -8.49880 -1.75528 -8.15380  C4 1.447, C5 1.454, N13 1.270
7 C 7.88910 2.22056 7.92754  N11 1.318, N14 1.302, H20 1.177
8 C 6.71342 0.38905 7.21218  N12 1.295, N14 1.685, H21 1.123
9 C 5.44877 3.67229 7.27140  C10 1.476, H22 1.110, H23 0.995, H24 1.045
10 C 6.29170 3.05923 6.22592  C9 1.476, N14 1.493, H25 1.073, H26 1.181
11 N 8.13185 1.18102 8.70061  C7 1.318, N12 1.284
12 N 7.47701 0.17907 8.23684  C8 1.295, N11 1.284, H27 1.073
13 N -9.26574 -0.80502 -7.80673  C6 1.270, H28 0.985
14 N 7.08850 2.00641 6.92362  C7 1.302, C8 1.685, C10 1.493
15 H -5.88170 -4.48175 -9.25523  C1 1.132
16 H -7.10946 -4.63432 -7.14688  C2 0.994
17 H -6.56285 -2.41967 -10.85701  C3 1.107
18 H -8.64299 -3.01791 -6.28849  C4 1.161
19 H -7.53205 -0.63320 -9.76171  C5 1.081
20 H 8.41316 3.23910 8.19921  C7 1.177
21 H 6.06714 -0.10978 6.44177  C8 1.123
22 H 5.36837 4.73609 6.96469  C9 1.110
23 H 4.49418 3.39036 7.25456  C9 0.995
24 H 5.95664 3.48636 8.16545  C9 1.045
25 H 7.02460 3.64431 5.70444  C10 1.073
26 H 5.77520 2.46385 5.34585  C10 1.181
27 H 7.45993 -0.74721 8.77737  N12 1.073
28 H -9.65538 -0.47743 -6.96363  N13 0.985

Results
Orbital gap ... 7.361 eV
Energy relative to the best compared isomer or geometry (same formula, charge and spin) ... 3.127 eV
Spin multiplicity ... 1
Total charge ... +2

The highest total charge belongs to which entry?
C10H14N4

Look up the energy relative to the best compared isomer or geometry (same formula, charge and spin) of the second one.
4.902 eV

The lowest total charge belongs to which entry?
C5H10O2

Please write out number 2 again, unchanged.
Below is the ion C8H13FN3 with charge +1 at a distorted geometry, with properties calculated with ωB97M-V with the def2-TZVPD basis set.

Each atom is followed by the atoms it is bonded to, with distances in Å.
Element x y z (Å)
1 C 1.95356 -1.80349 -0.36084  C2 1.446, C3 1.364, H13 1.082
2 C 3.39489 -1.86388 -0.46159  C1 1.446, N9 1.265, H14 1.128
3 C 1.66380 -0.51158 -0.03331  C1 1.364, C6 1.549, N10 1.452
4 C -0.22859 0.50354 -1.12615  C6 1.547, N11 1.454, H15 1.123, H16 1.119
5 C 3.15329 1.42323 0.14766  N10 1.361, F12 1.322
6 C 0.25313 0.04958 0.27245  C3 1.549, C4 1.547, C7 1.519, C8 1.451
7 C 0.30880 1.30119 1.13053  C6 1.519, H17 1.090, H18 1.049, H19 1.142
8 C -0.67161 -0.87853 0.89687  C6 1.451, H20 1.149, H21 1.155, H22 1.146
9 N 3.95113 -0.76663 -0.16683  C2 1.265, N10 1.310
10 N 2.98479 0.07328 0.10892  C3 1.452, C5 1.361, N9 1.310
11 N -1.59488 1.00036 -1.09678  C4 1.454, H23 1.019, H24 1.077, H25 1.063
12 F 4.41565 1.75373 -0.06336  C5 1.322
13 H 1.35276 -2.64265 -0.68603  C1 1.082
14 H 4.01658 -2.78293 -0.66220  C2 1.128
15 H -0.19282 -0.51771 -1.59173  C4 1.123
16 H 0.38171 1.31473 -1.59725  C4 1.119
17 H -0.64936 1.40129 1.64069  C7 1.090
18 H 0.64869 2.17054 0.65266  C7 1.049
19 H 0.92107 1.02164 2.05354  C7 1.142
20 H -0.16486 -1.22568 1.86783  C8 1.149
21 H -1.01013 -1.84492 0.36305  C8 1.155
22 H -1.66520 -0.49333 1.31895  C8 1.146
23 H -2.31733 0.28411 -1.14649  N11 1.019
24 H -1.66640 1.76013 -1.85626  N11 1.077
25 H -1.74186 1.33753 -0.09930  N11 1.063

Results
Orbital gap ... 8.947 eV
Energy relative to the best compared isomer or geometry (same formula, charge and spin) ... 4.902 eV
Spin multiplicity ... 1
Total charge ... +1